DFT (ωB97M-V with the def2-TZVPD basis set) results for a structure of composition C20H42N2OOsP2 in a non-equilibrium geometry.

Each line ends with the Löwdin charge.
Atoms and positions in Å:
1 C -0.47374 2.62018 -2.69375  -0.080
2 C -0.11428 1.48715 -3.60370  -0.203
3 N 0.11037 0.30403 -2.97177  -0.115
4 C -0.04408 -0.81028 -3.71047  -0.286
5 C 0.22733 -0.79539 -5.11101  0.117
6 C 0.17698 0.43583 -5.73067  -0.012
7 C -0.10806 1.59011 -5.00001  0.103
8 C -0.64796 -1.85357 -2.91412  -0.234
9 P 0.00504 -2.06242 -1.13783  0.810
10 H -0.20266 2.54855 -5.40947  0.136
11 H 0.33033 -1.71912 -5.60847  0.139
12 H 0.28140 0.49115 -6.82029  0.144
13 C 1.57263 2.63928 -1.41213  -0.048
14 C -0.52903 3.29610 -0.35503  -0.034
15 H -0.66425 -2.86239 -3.37191  0.141
16 H -1.57454 2.70165 -2.59900  0.158
17 H -0.08543 3.59784 -3.03829  0.162
18 C 1.46739 -3.02577 -0.88666  -0.210
19 C -1.32888 -3.30043 -0.67864  -0.136
20 H 1.61632 -3.20765 0.18239  0.068
21 H 1.42463 -3.99673 -1.36657  0.085
22 H 2.35227 -2.50775 -1.23535  0.061
23 H -1.61170 -3.21189 0.38453  0.031
24 H -2.20784 -3.12309 -1.30621  0.071
25 H -0.93451 -4.31025 -0.89137  0.092
26 H -0.31114 4.30388 -0.69214  0.123
27 H -1.60320 3.12337 -0.37032  0.098
28 H -0.11605 3.13839 0.63228  0.079
29 H 1.68791 3.66973 -1.76631  0.122
30 H 2.01872 2.51773 -0.42474  0.082
31 H 2.02557 1.94258 -2.12585  0.101
32 Os -0.20851 0.18835 -0.88932  1.415
33 H 1.38329 -0.00279 -0.75014  0.006
34 O -2.21490 -0.54044 -1.56118  -0.343
35 H -1.59699 -1.48856 -2.57903  0.003
36 H -2.74842 -0.05203 -2.23324  0.077
37 N 0.11245 2.34951 -1.30342  -0.390
38 C -2.35788 1.38936 1.92046  -0.104
39 C -0.93269 1.24178 2.44988  -0.502
40 C -0.99644 1.01602 3.96397  -0.074
41 P 0.11498 0.04305 1.45953  0.958
42 C 1.90370 0.44625 1.84941  -0.521
43 C 2.16229 0.97363 3.26071  -0.075
44 C 2.86843 -0.68627 1.48227  -0.086
45 C -0.30491 -1.62391 2.17384  -0.520
46 C 0.36790 -1.96057 3.48826  -0.066
47 C -1.82339 -1.83667 2.30442  -0.101
48 H -2.99511 0.55721 2.22845  0.083
49 H -2.42174 1.47085 0.83924  0.034
50 H -2.80141 2.30470 2.34126  0.115
51 H -0.41283 2.20511 2.31034  0.091
52 H -1.65522 0.17784 4.24289  0.085
53 H -0.01878 0.85770 4.43712  0.066
54 H -1.41539 1.91897 4.42908  0.119
55 H 2.08818 1.27733 1.14319  0.074
56 H 2.00829 0.20756 4.02834  0.087
57 H 3.21903 1.25151 3.30438  0.107
58 H 1.56559 1.85631 3.51527  0.084
59 H 2.87565 -0.88406 0.40112  0.047
60 H 3.87783 -0.35237 1.76976  0.112
61 H 2.64965 -1.62116 2.02431  0.079
62 H 0.06486 -2.32024 1.40964  0.042
63 H -0.01922 -1.35128 4.30509  0.083
64 H 0.11277 -2.99826 3.73508  0.118
65 H 1.44757 -1.88703 3.46667  0.063
66 H -2.40026 -1.49370 1.43074  0.077
67 H -2.01803 -2.91716 2.44391  0.113
68 H -2.21988 -1.33737 3.19055  0.078

Forces on atoms 1 to 6 (eV/Å):
C 0.14 0.02 0.52
C -0.53 0.71 0.55
N 0.81 2.78 1.80
C 0.11 -2.51 -0.93
C -0.70 1.30 1.02
C 0.30 -0.40 -2.31

Output
E, eV: -47460.588
Highest occupied orbital energy (alpha / beta), eV: -15.3 / -19.4
Frontier orbital gap (alpha / beta), hartree: 0.2064 / 0.2227
Net charge: +3
LUMO level (alpha / beta), eV: -9.64 / -13.32
Spin multiplicity: 6